C4H9NO2 in the gas phase. Source: the OMol25 dataset; level of theory: wB97M-V/def2-TZVPD.

The molar mass is 103.12 g mol⁻¹. The value obtained for the maximum force is 0.0108 hartree/bohr. The value obtained for the highest occupied orbital energy is -8.97 eV. For the LUMO energy, the calculation gives 0.9 eV.

Last column: Löwdin charge in e.
Cartesian coordinates (Å):
C (-1.721409, 0.470700, 1.573602)  -0.113
N (-0.949426, 0.503287, 0.357933)  -0.093
C (0.401050, 0.892930, 0.288031)  -0.258
O (1.407380, -0.133061, 0.387207)  -0.129
C (1.232306, -1.160353, -0.555272)  -0.200
C (1.058503, -0.621397, -1.967588)  -0.247
O (0.097269, -0.866012, -2.659357)  0.056
H (-2.637472, 1.065256, 1.462817)  0.074
H (-2.007430, -0.541484, 1.889976)  0.076
H (-1.138313, 0.922549, 2.381197)  0.082
H (-1.321929, -0.004737, -0.428824)  0.111
H (0.628331, 1.571201, 1.115002)  0.131
H (0.569483, 1.425886, -0.660275)  0.122
H (2.144358, -1.769464, -0.521930)  0.132
H (0.367566, -1.799995, -0.332243)  0.123
H (1.869734, 0.044695, -2.330278)  0.133

Cartesian forces, eV/Å:
C -0.1 0.0 0.2
N 0.0 -0.1 -0.2
C -0.1 0.4 0.0
O 0.0 0.0 0.1
C -0.1 -0.2 -0.1
C -0.3 0.0 -0.2
O 0.5 0.1 0.3
H 0.1 -0.1 0.1
H 0.1 0.1 0.0
H -0.1 -0.1 -0.1
H 0.0 0.1 0.0
H 0.0 -0.1 -0.1
H 0.0 -0.1 0.1
H -0.1 0.0 0.0
H 0.1 0.1 0.0
H -0.1 -0.1 0.0

C4H5B2F11O2Sn as an isolated structure. Source: the OMol25 dataset; level of theory: wB97M-V/def2-TZVPD.

The molar mass is 434.39 g mol⁻¹. The value obtained for the maximum force is 0.0559 hartree/bohr. The value obtained for the highest occupied orbital energy is -12.35 eV. For the LUMO energy, the calculation gives -4.1 eV.

Last column: Löwdin charge in e.
Cartesian coordinates (Å):
Sn (1.392119, -2.037649, -1.594660)  1.962
B (0.337628, -3.763932, 1.117282)  -1.307
F (1.674022, -4.092388, 0.761607)  0.054
F (-0.580491, -4.507430, 0.378880)  0.122
F (0.161788, -3.918184, 2.475988)  0.155
F (0.151912, -2.393888, 0.755946)  0.002
B (2.212878, 1.096591, -2.066047)  -1.317
F (1.061249, 0.858724, -2.850097)  0.081
F (3.135810, 0.072935, -2.425343)  0.023
F (2.699121, 2.354715, -2.235852)  0.188
F (1.876651, 0.812700, -0.705272)  0.058
C (0.416479, 2.067250, 1.808924)  -0.055
C (-0.196569, 0.716550, 1.521110)  -0.179
O (-1.397447, 0.903898, 0.748418)  0.086
C (-1.511920, 0.468362, -0.463752)  -0.367
O (-0.739822, -0.234310, -1.067190)  0.017
C (-2.839655, 0.891286, -1.150426)  -0.547
F (-3.464438, 1.828112, -0.442087)  0.179
F (-2.546092, 1.357858, -2.358974)  0.187
F (-3.667932, -0.145298, -1.270599)  0.181
H (-0.204917, 2.659040, 2.485338)  0.082
H (0.495251, 2.750052, 0.959723)  0.087
H (1.433471, 1.946873, 2.177908)  0.089
H (-0.443441, 0.187510, 2.437944)  0.138
H (0.544349, 0.120623, 1.001231)  0.082

Cartesian forces, eV/Å:
Sn -1.0 2.0 1.8
B -0.3 -1.4 1.2
F 0.0 0.5 -0.9
F 0.4 0.2 -0.2
F 0.0 0.2 -0.4
F 0.6 1.2 -1.4
B -0.5 0.5 -0.2
F 0.1 -0.4 0.1
F 0.1 -1.1 0.1
F 0.1 -0.2 0.1
F 0.0 -0.5 0.0
C -0.4 0.9 0.1
C 1.2 0.2 0.1
O -0.6 0.3 0.1
C 0.1 -0.5 0.2
O 0.6 -1.0 -0.6
C 0.2 0.3 0.4
F 0.0 0.1 -0.2
F -0.2 0.1 -0.1
F 0.1 -0.2 -0.1
H 0.2 -0.3 0.4
H 0.0 -0.6 -0.5
H -0.1 0.0 0.3
H -0.4 0.0 -0.1
H -0.4 -0.2 -0.3

C38H42BrF5N9O4Sr as an isolated structure. Source: the OMol25 dataset; level of theory: wB97M-V/def2-TZVPD.

The molar mass is 951.33 g mol⁻¹. As for the net charge: -1. The value obtained for the maximum force is 0.0180 hartree/bohr. The value obtained for the highest occupied orbital energy is -4.68 eV. For the LUMO energy, the calculation gives 2.2 eV.

Last column: Löwdin charge in e.
Cartesian coordinates (Å):
Sr (-0.323851, 0.492204, -0.090831)  1.407
C (2.376743, 0.952893, -2.149851)  -0.122
N (1.782023, -0.319049, -1.713750)  -0.196
C (2.750676, -1.094396, -0.921075)  -0.114
C (2.872424, -0.721294, 0.538594)  -0.272
C (4.101390, -0.736402, 1.172132)  -0.019
C (4.157322, -0.512629, 2.541962)  -0.057
C (2.986657, -0.295913, 3.236022)  -0.040
C (1.793475, -0.305340, 2.526750)  -0.121
N (1.739539, -0.495163, 1.212385)  0.032
C (1.341341, -1.128202, -2.845710)  -0.131
C (0.185744, -0.519339, -3.605797)  -0.256
C (-0.251902, -1.085100, -4.802391)  -0.020
C (-1.306704, -0.490661, -5.467979)  -0.070
C (-1.882782, 0.659286, -4.939509)  -0.058
C (-1.388448, 1.147611, -3.743983)  -0.123
N (-0.390069, 0.557398, -3.084653)  0.088
C (2.687175, 1.913886, -1.022836)  -0.259
C (3.853809, 2.663837, -1.019724)  -0.018
C (4.056355, 3.580007, -0.000369)  -0.062
C (3.098922, 3.716650, 0.988543)  -0.040
C (1.962242, 2.925834, 0.912499)  -0.097
N (1.765190, 2.055561, -0.073077)  0.034
H (1.663585, 1.465662, -2.793912)  0.121
H (3.300661, 0.769081, -2.720427)  0.126
H (3.744323, -1.060982, -1.393738)  0.130
H (2.411699, -2.129790, -0.925925)  0.097
H (5.001297, -0.925763, 0.600006)  0.109
H (5.111167, -0.517254, 3.055332)  0.103
H (2.973312, -0.123617, 4.302655)  0.111
H (0.848596, -0.140165, 3.034087)  0.093
H (1.032273, -2.104687, -2.462644)  0.102
H (2.172800, -1.334427, -3.541324)  0.139
H (0.228869, -1.976240, -5.185901)  0.117
H (-1.675356, -0.913816, -6.394412)  0.103
H (-2.698505, 1.163951, -5.439067)  0.102
H (-1.795573, 2.035243, -3.272929)  0.074
H (4.586983, 2.529845, -1.804910)  0.109
H (4.958771, 4.178729, 0.022307)  0.103
H (3.218631, 4.412088, 1.807406)  0.106
H (1.188363, 2.990944, 1.671473)  0.105
C (-2.951484, -1.406370, -1.561479)  -0.207
C (-2.286883, -2.538501, -0.759008)  -0.192
N (-1.077013, -2.113090, -0.056183)  -0.114
C (-1.068659, -2.389491, 1.394088)  -0.218
C (-2.055596, -1.531134, 2.190559)  -0.190
N (-2.030880, -0.113299, 1.818848)  -0.163
C (-3.337577, 0.475728, 1.554265)  -0.212
C (-3.952440, -0.091927, 0.274257)  -0.199
N (-2.981743, -0.156092, -0.816665)  -0.104
H (-3.955792, -1.747831, -1.861198)  0.114
H (-2.383625, -1.229578, -2.478801)  0.094
H (-2.053987, -3.356061, -1.448758)  0.119
H (-3.006878, -2.938567, -0.037073)  0.106
H (-0.269556, -2.623390, -0.414347)  0.067
H (-0.053373, -2.227737, 1.747096)  0.067
H (-1.290196, -3.448011, 1.591076)  0.120
H (-1.816026, -1.651154, 3.252814)  0.124
H (-3.071660, -1.918492, 2.058455)  0.102
H (-1.570794, 0.428639, 2.573365)  0.031
H (-3.195569, 1.554102, 1.449996)  0.113
H (-4.041918, 0.314112, 2.384428)  0.119
H (-4.825316, 0.507629, -0.007050)  0.110
H (-4.317895, -1.104476, 0.466756)  0.102
H (-3.086570, 0.639759, -1.434781)  0.052
Br (-4.176056, 3.378890, -1.998235)  0.779
C (-3.456303, 4.580038, -0.693855)  -0.581
C (-4.353463, 5.443691, -0.083971)  -0.146
C (-3.898007, 6.333800, 0.874778)  -0.096
C (-2.547823, 6.364780, 1.198755)  -0.077
C (-1.667934, 5.512688, 0.554926)  -0.019
C (-2.105281, 4.593513, -0.397358)  -0.162
C (-1.074205, 3.637973, -0.976418)  -0.675
O (-0.082666, 4.113379, -1.525974)  0.032
O (-1.358009, 2.410974, -0.798855)  -0.291
H (-5.400307, 5.407394, -0.353310)  0.089
H (-4.598326, 6.995403, 1.368273)  0.097
H (-2.182214, 7.042385, 1.959202)  0.101
H (-0.611987, 5.529716, 0.792397)  0.120
C (2.405767, -6.617094, -1.760626)  -0.050
N (2.268820, -5.871281, -0.527648)  -0.077
C (2.685457, -6.381871, 0.673755)  -0.092
C (2.546886, -5.685474, 1.806172)  -0.012
C (1.947136, -4.341826, 1.752919)  -0.524
O (1.837438, -3.665915, 2.778195)  -0.016
N (1.522848, -3.878850, 0.535565)  0.163
C (1.659316, -4.611728, -0.575727)  -0.538
O (1.257351, -4.230446, -1.697333)  -0.045
H (2.949830, -7.536981, -1.548839)  0.077
H (2.949245, -6.035202, -2.504130)  0.085
H (1.430588, -6.860022, -2.184323)  0.086
H (3.120578, -7.373202, 0.634931)  0.111
H (2.865040, -6.083613, 2.757665)  0.095
F (0.643759, 2.299473, 3.956662)  -0.075
C (-0.677651, 1.861651, 3.660590)  -0.271
F (-1.188542, 2.935763, 2.885460)  -0.063
C (-1.379735, 2.009252, 4.998063)  -0.612
F (-0.903465, 1.115226, 5.887358)  0.108
F (-2.704171, 1.768411, 4.865942)  0.103
F (-1.281647, 3.223856, 5.598900)  0.098

Cartesian forces, eV/Å:
Sr -0.4 -0.8 -0.2
C 0.0 0.0 0.1
N 0.4 0.2 0.3
C -0.1 0.0 0.0
C -0.1 0.0 0.1
C 0.1 0.0 0.0
C 0.1 0.0 0.0
C -0.1 0.0 0.0
C 0.2 0.0 0.0
N 0.1 -0.2 0.1
C -0.1 0.0 0.0
C 0.1 0.0 0.0
C 0.0 0.0 0.0
C 0.0 0.0 0.0
C 0.0 0.0 0.0
C 0.0 0.0 0.0
N -0.1 -0.1 0.2
C 0.0 0.0 0.0
C 0.0 0.0 0.0
C 0.1 0.0 0.0
C 0.0 0.0 0.0
C 0.1 0.1 -0.1
N 0.1 0.2 0.0
H 0.0 0.0 -0.1
H 0.0 0.0 0.0
H 0.0 0.0 0.0
H 0.0 -0.1 0.0
H 0.0 0.0 0.0
H 0.0 0.0 0.0
H 0.0 0.0 0.0
H 0.0 0.1 0.0
H 0.0 -0.1 0.0
H 0.0 0.1 -0.1
H 0.0 0.0 0.0
H 0.0 0.0 0.0
H 0.0 0.0 0.0
H 0.0 0.0 0.0
H 0.0 0.0 0.0
H 0.0 0.0 0.0
H 0.0 0.0 0.0
H 0.0 0.0 0.0
C 0.1 0.0 0.1
C 0.0 0.1 0.0
N 0.3 -0.2 0.1
C -0.2 0.1 0.0
C -0.1 0.0 -0.2
N 0.1 -0.1 0.4
C 0.0 0.0 -0.1
C 0.1 0.0 0.0
N 0.0 0.1 -0.3
H 0.0 0.0 -0.1
H 0.0 0.0 0.0
H 0.0 0.0 0.0
H 0.0 0.0 0.0
H 0.0 -0.1 0.0
H 0.0 0.0 0.0
H 0.0 0.0 0.0
H 0.0 0.0 0.0
H 0.0 0.0 0.0
H 0.0 0.0 -0.1
H 0.0 0.0 0.0
H 0.0 0.0 0.0
H 0.0 0.0 0.0
H 0.0 0.0 0.0
H 0.0 0.0 0.0
Br 0.0 0.0 0.0
C -0.1 0.0 0.0
C 0.0 0.0 0.0
C 0.1 0.0 0.0
C 0.0 0.0 0.0
C 0.0 0.0 0.0
C 0.1 0.1 0.2
C -0.2 0.0 -0.1
O 0.0 0.0 0.0
O -0.3 0.8 -0.2
H 0.0 0.0 0.0
H 0.0 0.0 0.0
H 0.0 0.0 0.0
H 0.0 0.0 0.0
C 0.0 0.0 0.0
N 0.1 -0.1 0.0
C 0.0 0.0 -0.1
C 0.0 0.0 0.0
C 0.0 0.1 0.0
O 0.0 0.0 0.0
N 0.1 -0.2 -0.1
C -0.3 0.3 -0.1
O 0.1 0.0 0.0
H 0.0 0.0 0.0
H 0.0 0.0 0.0
H 0.0 0.0 0.0
H 0.0 0.0 0.0
H 0.0 0.0 0.0
F 0.0 0.0 0.0
C 0.1 -0.1 0.1
F 0.0 0.1 0.0
C 0.0 0.2 -0.1
F 0.0 0.0 0.0
F 0.0 0.0 0.0
F 0.0 0.0 0.0

C36H26BrN7O3S2Zr as an isolated structure. Source: the OMol25 dataset; level of theory: wB97M-V/def2-TZVPD.

The molar mass is 839.91 g mol⁻¹. As for the net charge: +2. The value obtained for the maximum force is 0.0097 hartree/bohr. The value obtained for the highest occupied orbital energy is -13.53 eV. For the LUMO energy, the calculation gives -6.3 eV.

Last column: Löwdin charge in e.
Cartesian coordinates (Å):
Zr (0.148410, -0.415243, 0.401127)  1.919
Br (3.457179, 0.794139, 6.721839)  0.806
C (2.202242, 0.431185, 5.360486)  -0.695
C (1.447514, -0.746356, 5.411471)  -0.081
C (0.549059, -1.045302, 4.411318)  0.017
C (0.395971, -0.192507, 3.317621)  -0.329
O (-0.440547, -0.521739, 2.333765)  -0.238
C (1.137193, 1.010276, 3.280002)  -0.152
C (0.940902, 1.986345, 2.249840)  -0.036
N (0.367370, 1.752186, 1.110430)  -0.032
C (0.061358, 2.782329, 0.186271)  -0.204
C (0.395094, 4.107847, 0.290298)  0.019
C (-0.013744, 5.030524, -0.690523)  -0.029
C (-0.763197, 4.631747, -1.759888)  0.006
C (-1.120070, 3.272683, -1.901638)  -0.130
C (-1.892741, 2.781550, -2.977678)  0.043
C (-2.186200, 1.447912, -3.056286)  -0.006
C (-1.700577, 0.588775, -2.065077)  -0.081
N (-0.985462, 1.013536, -1.035722)  -0.015
C (-0.693133, 2.347584, -0.930929)  -0.154
C (2.026215, 1.313534, 4.329909)  -0.074
H (1.569987, -1.422291, 6.247905)  0.120
H (-0.040673, -1.951930, 4.445263)  0.137
H (1.304800, 2.986106, 2.481976)  0.139
H (0.965575, 4.478038, 1.131961)  0.118
H (0.263229, 6.069904, -0.580315)  0.124
H (-1.092125, 5.344695, -2.504814)  0.131
H (-2.245470, 3.472924, -3.733605)  0.138
H (-2.774698, 1.043180, -3.866848)  0.124
H (-1.893067, -0.475791, -2.113959)  0.119
H (2.582636, 2.243141, 4.311821)  0.121
O (-2.127945, -1.426109, 0.326796)  -0.058
C (-2.409497, -2.787413, 0.086659)  -0.219
C (-3.695667, -3.276438, 0.109400)  0.007
C (-3.887525, -4.635876, -0.112804)  -0.041
C (-2.810012, -5.475619, -0.350615)  -0.047
C (-1.517825, -4.967524, -0.365197)  0.010
C (-1.319605, -3.616098, -0.152067)  -0.102
C (-0.035561, -2.887156, -0.097504)  -0.446
O (0.136471, -1.937717, -1.004331)  -0.197
N (0.695951, -2.980401, 0.972649)  0.088
N (1.674233, -1.963929, 1.042824)  -0.212
C (2.696121, -2.242239, 1.784855)  -0.909
S (2.896481, -3.767789, 2.569644)  1.018
C (4.579104, -3.405413, 3.159119)  -0.473
C (4.685094, -1.918924, 3.430150)  -0.472
S (3.942540, -1.054779, 2.015077)  0.968
H (-2.804737, -1.058668, 0.908063)  0.138
H (-4.537361, -2.621311, 0.303132)  0.129
H (-4.891600, -5.037092, -0.095206)  0.121
H (-2.975697, -6.530344, -0.519810)  0.118
H (-0.668101, -5.614356, -0.538395)  0.130
H (5.286305, -3.731285, 2.398477)  0.088
H (4.737003, -3.986342, 4.066491)  0.094
H (5.722040, -1.595737, 3.505973)  0.095
H (4.149057, -1.626756, 4.332167)  0.066
N (7.120984, -2.000126, -7.646137)  0.193
C (6.516793, -1.618905, -6.747813)  -0.162
C (5.763143, -1.145485, -5.617113)  -0.206
C (6.401358, -0.940343, -4.395752)  0.005
C (5.674369, -0.494830, -3.306545)  0.006
C (4.318483, -0.244370, -3.451059)  -0.186
C (3.676348, -0.434501, -4.662144)  0.003
C (4.399491, -0.893805, -5.747287)  0.003
N (3.572771, 0.213352, -2.314832)  0.004
C (3.952543, 1.210411, -1.446257)  -0.008
C (2.956127, 1.316433, -0.532995)  -0.117
N (1.970678, 0.393191, -0.830647)  -0.051
C (2.390390, -0.263991, -1.904057)  -0.106
H (7.459506, -1.140823, -4.302796)  0.133
H (6.156505, -0.357320, -2.347152)  0.124
H (2.622587, -0.206934, -4.763737)  0.123
H (3.917364, -1.046816, -6.702661)  0.133
H (4.867420, 1.761409, -1.575831)  0.141
H (2.879251, 1.994108, 0.297521)  0.105
H (1.881716, -1.088965, -2.373865)  0.142

Cartesian forces, eV/Å:
Zr -0.4 -0.1 0.2
Br 0.0 0.0 0.0
C 0.1 -0.1 0.1
C 0.0 0.0 0.0
C -0.1 -0.1 0.0
C 0.1 0.1 0.1
O 0.3 0.0 -0.4
C 0.0 -0.1 0.1
C -0.1 0.1 -0.1
N 0.2 -0.1 0.2
C 0.0 0.1 -0.1
C 0.0 0.0 0.1
C 0.0 0.1 0.0
C 0.0 0.0 0.0
C 0.0 -0.1 0.0
C 0.0 0.0 0.0
C 0.0 0.0 -0.1
C 0.0 0.0 0.1
N 0.1 -0.2 0.0
C 0.0 0.0 -0.1
C 0.0 0.1 -0.1
H 0.0 0.0 0.0
H 0.0 0.0 0.0
H -0.1 0.1 0.0
H 0.0 0.0 0.0
H 0.0 0.0 0.0
H 0.0 0.0 0.0
H 0.0 0.0 0.0
H 0.0 0.0 0.0
H 0.0 0.0 0.0
H 0.0 0.0 0.0
O 0.1 0.1 0.0
C 0.0 -0.1 0.0
C -0.1 0.1 0.0
C 0.0 0.0 0.0
C 0.0 0.0 0.0
C 0.0 0.0 0.0
C 0.0 0.2 0.0
C 0.1 -0.2 0.1
O 0.0 0.3 -0.1
N 0.0 0.0 0.0
N -0.1 0.1 -0.1
C 0.0 0.0 0.0
S 0.0 0.0 0.0
C 0.0 0.0 0.0
C 0.0 0.0 0.0
S 0.0 0.0 0.0
H 0.0 0.0 0.1
H 0.0 0.0 0.0
H 0.0 0.0 0.0
H 0.0 0.0 0.0
H 0.0 0.0 0.0
H 0.0 0.0 0.0
H 0.0 0.0 0.0
H 0.0 0.0 0.0
H 0.0 0.0 0.0
N 0.0 0.0 0.0
C 0.0 0.0 0.0
C 0.0 0.0 0.0
C 0.0 0.0 0.0
C 0.0 0.0 0.1
C 0.1 -0.1 0.0
C -0.2 0.0 0.0
C 0.1 0.0 -0.1
N 0.0 -0.1 -0.1
C 0.0 0.1 0.0
C 0.0 0.0 -0.1
N -0.1 -0.4 0.3
C 0.1 0.1 0.0
H 0.0 0.0 0.0
H 0.0 0.0 0.0
H 0.0 0.0 0.0
H 0.0 0.0 0.0
H 0.0 0.0 0.0
H 0.0 0.0 0.0
H 0.0 0.0 0.0